{
  "formula": "C44H82F6O22",
  "method": "wB97M-V/def2-TZVPD",
  "elements": ["C", "C", "O", "C", "O", "C", "F", "F", "F", "H", "H", "H", "H", "H", "C", "C", "O", "C", "O", "C", "F", "F", "F", "H", "H", "H", "H", "H", "C", "O", "C", "O", "O", "C", "H", "H", "H", "H", "H", "H", "C", "O", "C", "O", "O", "C", "H", "H", "H", "H", "H", "H", "C", "O", "C", "O", "O", "C", "H", "H", "H", "H", "H", "H", "C", "O", "C", "O", "O", "C", "H", "H", "H", "H", "H", "H", "C", "C", "C", "O", "C", "H", "H", "H", "H", "H", "H", "H", "H", "C", "C", "C", "O", "C", "H", "H", "H", "H", "H", "H", "H", "H", "C", "C", "C", "O", "C", "H", "H", "H", "H", "H", "H", "H", "H", "C", "C", "C", "O", "C", "H", "H", "H", "H", "H", "H", "H", "H", "C", "C", "C", "O", "C", "H", "H", "H", "H", "H", "H", "H", "H", "C", "C", "C", "O", "C", "H", "H", "H", "H", "H", "H", "H", "H"],
  "coordinates": [[1.9367, 2.8867, 5.8051], [1.9454, 1.4192, 5.4381], [1.2985, 0.7129, 6.5607], [1.4826, -0.5537, 6.4199], [2.0789, -1.1611, 5.5577], [0.9362, -1.3127, 7.6518], [-0.3938, -1.5125, 7.5024], [1.5626, -2.4741, 7.7068], [1.0842, -0.6903, 8.8167], [0.8759, 3.3465, 5.9052], [2.4844, 3.4823, 5.1465], [2.2853, 2.9198, 6.8267], [3.0187, 1.1375, 5.3666], [1.2886, 1.1382, 4.5632], [-0.1856, -0.5353, -1.0595], [0.5160, -1.3379, -0.0212], [-0.4756, -1.6130, 1.0887], [-0.4154, -0.8793, 2.1993], [0.4015, 0.0187, 2.4682], [-1.3610, -1.3580, 3.3016], [-2.6063, -1.0568, 3.0213], [-1.3392, -2.6862, 3.5122], [-1.0866, -0.7059, 4.4031], [-0.8560, -1.0958, -1.6641], [0.4323, 0.0338, -1.7428], [-0.8335, 0.2215, -0.6523], [1.3790, -0.7731, 0.3871], [0.8407, -2.3279, -0.3583], [4.3357, -0.0314, 0.8184], [3.1416, 0.7063, 0.5669], [2.7607, 1.6641, 1.3713], [3.1792, 1.8539, 2.4879], [1.8037, 2.3956, 0.7556], [0.9414, 3.2463, 1.6242], [5.2314, 0.6406, 0.6942], [4.3761, -0.8311, 0.0825], [4.3023, -0.5107, 1.8135], [1.5552, 4.1525, 1.9878], [0.6271, 2.5928, 2.4378], [0.1119, 3.5266, 1.0081], [-7.0773, -5.2311, -0.7585], [-5.8692, -4.8679, -0.0790], [-6.0842, -4.2516, 1.0680], [-7.1555, -3.8604, 1.4197], [-4.9201, -4.1371, 1.7334], [-5.0958, -3.5122, 2.9987], [-7.4848, -6.1144, -0.2189], [-6.6753, -5.5987, -1.7119], [-7.8432, -4.4144, -0.7479], [-5.8009, -2.6998, 2.8324], [-4.2266, -3.0487, 3.3612], [-5.5442, -4.2063, 3.6718], [5.4218, 2.2285, -7.1885], [3.9772, 2.0861, -6.9537], [3.0749, 2.9262, -7.4800], [3.3386, 3.7515, -8.3020], [1.9426, 2.6641, -6.8278], [0.7450, 2.9766, -7.5522], [5.9278, 1.4101, -6.6748], [5.7955, 3.2510, -6.8087], [5.5821, 2.1189, -8.2683], [0.3932, 3.9354, -7.2802], [-0.0027, 2.2591, -7.1203], [0.8513, 2.8757, -8.5563], [-2.6414, 2.0660, -4.9444], [-3.3558, 1.3465, -3.9544], [-3.0629, 0.1093, -3.6958], [-2.1914, -0.5631, -4.1483], [-3.8316, -0.3847, -2.6641], [-4.9351, 0.4142, -2.1709], [-1.5963, 2.2033, -4.5825], [-3.1838, 3.0101, -4.9464], [-2.6795, 1.5506, -5.8637], [-5.6002, 0.8287, -2.9428], [-4.5415, 1.3322, -1.7095], [-5.4839, -0.2267, -1.4718], [2.7616, 3.0501, -3.0923], [2.4408, 4.4993, -2.6898], [0.9862, 4.6437, -3.0983], [0.5379, 3.3550, -3.4461], [1.3946, 2.3549, -2.9358], [3.4751, 2.5588, -2.3646], [3.0752, 2.9757, -4.1695], [3.1892, 5.1760, -3.1786], [2.5912, 4.6615, -1.6264], [0.8803, 5.2643, -4.0499], [0.3844, 5.0909, -2.2911], [1.3170, 1.4519, -3.4984], [1.0186, 2.1090, -1.9347], [-1.9025, -4.5510, -0.8414], [-2.3353, -3.9228, -2.2133], [-0.9602, -3.8902, -2.9165], [0.0458, -4.2491, -1.9884], [-0.5984, -5.1840, -1.1267], [-2.6402, -5.2637, -0.5142], [-1.9181, -3.7296, -0.0939], [-2.6510, -2.9118, -2.0119], [-3.1519, -4.3520, -2.7534], [-0.8292, -2.8123, -3.3026], [-0.8425, -4.5141, -3.8431], [0.1253, -5.3180, -0.2911], [-0.6253, -6.1521, -1.6621], [-2.6589, 3.8181, 0.6227], [-2.3437, 3.9274, -0.9334], [-1.8489, 2.5179, -1.2660], [-2.6191, 1.6181, -0.4457], [-3.0643, 2.3553, 0.7165], [-3.5170, 4.4328, 0.8982], [-1.8945, 4.1379, 1.3898], [-1.6457, 4.7468, -1.1414], [-3.2608, 4.2662, -1.4436], [-0.7719, 2.5298, -0.9351], [-1.9316, 2.2776, -2.3299], [-2.5710, 1.8667, 1.5335], [-4.1669, 2.3252, 0.7876], [5.2004, -0.9487, -4.6450], [4.6353, -2.3152, -4.9302], [4.2956, -2.5719, -3.4774], [3.7903, -1.4365, -2.8474], [4.3963, -0.2989, -3.5640], [5.2372, -0.3450, -5.4804], [6.2828, -1.1291, -4.3655], [5.3301, -3.0575, -5.2189], [3.7613, -2.3366, -5.5523], [5.1364, -2.9697, -2.8662], [3.5765, -3.3563, -3.4103], [4.8965, 0.2914, -2.8538], [3.5848, 0.3868, -4.0445], [-1.8906, 3.5004, 6.1956], [-2.0919, 2.6047, 4.9657], [-3.1113, 1.6236, 5.5771], [-4.0778, 2.4217, 6.2817], [-3.2543, 3.3733, 6.9720], [-1.7369, 4.5487, 5.9643], [-1.0906, 3.1278, 6.8192], [-1.1943, 2.0921, 4.7142], [-2.5122, 3.0565, 4.0853], [-2.6337, 0.8894, 6.2217], [-3.7172, 1.1500, 4.8219], [-3.1516, 3.0669, 8.0844], [-3.7910, 4.3229, 6.9247], [2.6171, -4.3702, 4.0375], [1.8998, -5.0933, 2.9088], [2.0870, -4.1971, 1.7025], [3.2575, -3.4622, 2.0552], [3.1620, -3.1380, 3.4021], [3.4604, -4.9368, 4.5118], [1.9884, -4.0888, 4.8735], [0.8251, -5.1701, 3.0622], [2.4149, -6.0199, 2.6962], [1.3159, -3.4625, 1.5793], [2.2695, -4.6891, 0.7316], [2.4201, -2.3970, 3.5576], [4.1107, -2.7015, 3.7307]],
  "atomic_forces_ev_per_a": [[-3.3, -0.3, 1.5], [-0.8, 0.8, -0.7], [0.6, 1.1, -0.8], [0.8, -2.0, 0.5], [-0.8, 0.8, 0.6], [-0.6, -0.1, -0.4], [0.2, -0.2, -0.1], [-0.1, -0.5, 0.3], [0.3, 0.3, 0.1], [1.6, -0.9, -0.5], [1.1, 0.8, -1.0], [0.6, 0.4, 0.2], [-1.0, -0.4, -0.3], [1.4, 0.4, 0.5], [-0.5, 0.7, -0.5], [0.5, 0.4, 0.9], [0.3, 0.7, 0.7], [3.3, 0.9, -0.7], [-2.2, -1.8, -0.9], [-0.2, -0.5, -0.3], [-1.6, 0.4, -0.9], [0.6, 0.3, 0.0], [0.7, 0.0, 1.3], [-0.5, -0.9, -0.6], [0.7, -0.3, 0.0], [-0.1, 0.3, 0.8], [-0.7, -0.5, 0.0], [-0.3, 0.2, 0.1], [0.9, 0.1, 0.7], [-0.1, -0.3, -1.4], [-0.5, 0.7, 1.1], [-0.1, 0.2, -0.1], [-0.5, 0.3, 0.4], [2.6, -0.2, 0.3], [-0.9, -0.7, 0.3], [-0.2, 0.2, -0.2], [0.1, 0.5, -0.4], [-1.1, -1.5, -0.5], [-0.1, 0.4, 0.2], [-0.2, 0.2, -0.3], [-0.1, -0.9, 0.2], [0.3, 0.0, -0.2], [0.9, -0.1, 0.0], [-0.7, 0.3, 0.7], [-0.1, -0.2, -0.4], [-1.7, 0.8, -0.8], [-0.1, 0.6, -0.4], [-0.7, 0.5, 0.0], [0.9, -0.7, -0.4], [-0.2, 0.1, 0.3], [1.5, -0.1, 0.2], [-0.1, -0.5, 0.7], [-0.8, 1.6, -0.3], [1.2, -0.7, 0.8], [1.7, -0.5, 1.0], [-0.7, 0.4, -0.6], [-0.2, 0.1, -0.9], [-1.2, -1.2, 3.9], [-0.4, 0.2, 0.1], [-0.6, -1.6, -0.7], [0.2, 0.3, 0.3], [-0.2, 1.3, 0.1], [0.6, 0.5, -0.7], [0.4, -0.3, -2.9], [0.9, 0.7, 1.5], [-1.2, 0.8, 0.1], [-0.5, -1.5, 2.4], [0.6, -0.2, -0.8], [-0.3, 0.6, -1.1], [0.3, 0.8, -0.1], [-0.6, 0.0, -0.5], [0.3, 0.1, -0.4], [0.0, -0.5, -1.1], [0.1, -0.8, -0.2], [0.0, -0.6, 0.4], [0.3, 0.3, -0.2], [0.4, -1.3, 1.2], [1.6, 0.1, -0.4], [0.0, 1.2, -1.4], [-1.5, -0.3, -0.7], [0.4, 1.2, 0.3], [-0.3, 0.6, -1.1], [-0.1, 0.0, 1.1], [-1.0, -0.3, 0.2], [-0.2, -0.2, 0.2], [0.0, -0.5, 1.3], [0.0, -0.1, -0.2], [-0.2, -0.5, -0.8], [0.9, 0.1, 0.3], [-2.2, 0.4, 0.1], [1.6, 0.2, 1.1], [-0.1, 2.0, -2.4], [-0.2, 0.4, -0.2], [2.3, -0.2, 0.3], [-0.3, -0.4, 0.3], [0.6, -0.7, -0.3], [-0.1, 0.4, -0.1], [-0.2, -0.9, -0.3], [0.4, -1.5, 0.7], [-0.5, 0.1, 0.8], [-0.8, 0.1, -0.2], [-0.6, 0.2, 0.3], [0.1, 0.5, -0.4], [-0.3, 0.9, 1.2], [0.6, 1.0, 0.7], [0.1, 1.2, -0.5], [-0.2, -0.3, -0.1], [0.0, 0.1, -0.3], [-0.2, -0.5, -1.3], [0.3, -0.5, 0.0], [0.1, -0.7, 0.1], [-0.8, -0.5, -0.5], [0.1, -0.2, 0.4], [-0.2, -0.3, 0.9], [0.5, -0.5, 0.0], [2.8, -0.4, 0.1], [-0.5, 0.9, 2.2], [-0.2, -2.4, 1.0], [0.1, 1.7, -0.8], [-2.9, -0.5, -0.8], [0.1, 1.4, -1.9], [-1.1, 0.4, 0.1], [0.9, -0.5, -0.7], [-0.5, 0.1, -0.3], [0.2, 0.3, -0.7], [-1.0, -0.6, 0.2], [1.0, 0.8, 0.8], [1.0, -1.3, 0.9], [-1.3, 0.2, 0.3], [-0.8, -0.6, 1.7], [-1.0, 0.3, -1.0], [1.8, 0.1, 0.1], [-0.2, 0.1, 1.1], [0.3, 0.1, -0.1], [0.3, 0.0, 0.0], [0.8, -0.4, -0.4], [-0.2, 0.5, -0.2], [0.1, -0.1, 0.2], [0.1, -0.7, -0.3], [0.1, 0.4, -1.7], [0.0, 0.0, 0.3], [1.2, -0.8, 2.0], [-0.5, -0.1, -0.4], [1.5, 0.5, 0.0], [1.0, 0.2, -1.9], [0.1, 0.4, -0.2], [-0.8, 0.0, -0.6], [-0.4, -0.1, 0.1], [0.1, -0.7, 0.3], [-0.4, -0.5, 0.1], [-1.0, 0.2, 0.0], [-0.1, 0.1, 0.5], [-0.8, 1.3, -0.1], [-0.1, -0.5, 0.1]],
  "de_lowest_kcal_mol": 113.42,
  "e_homo_ev": -9.22,
  "total_energy_ev": -108302.656,
  "smiles": "CCOC(=O)C(F)(F)F.CCOC(=O)C(F)(F)F.COC(=O)OC.COC(=O)OC.COC(=O)OC.COC(=O)OC.C1CCOC1.C1CCOC1.C1CCOC1.C1CCOC1.C1CCOC1.C1CCOC1",
  "largest_force_ha_per_bohr": 0.0820,
  "homo_lumo_gap_ev": 9.68
}